[1]
Density functional theory data (wB97M-V/def2-TZVPD) for a 7-piece molecular cluster, H14O7 overall in a non-equilibrium geometry.

Output
- energy (eV) = -14559.5417
- LUMO level (Eh) = -0.0053
- ΔE to the lowest compared entry with this formula, charge and spin (kJ/mol) = 185.22
- max |F| (eV/Å) = 1.852
- structure (SMILES) = O.O.O.O.O.O.O
- charge = 0
- frontier orbital gap (eV) = 9.97
- E_HOMO (eV) = -10.117

XYZ file:
```
21
H14O7 wB97M-V/def2-TZVPD
O -1.03129 -0.48797 -3.00275
O -0.68363 2.42089 3.20166
O -0.87580 0.79457 0.38191
O -1.17346 -2.58261 -0.84335
O 1.42507 -1.69149 -0.28675
O 1.54684 0.86211 1.52664
O 1.25888 1.53196 -1.34766
H -1.15046 -1.14988 -2.30665
H 1.85827 0.78286 -1.47193
H -0.63970 2.83777 4.06629
H 1.98904 1.39135 0.89128
H -1.56545 0.29932 -2.84797
H 0.52486 1.12797 -0.92231
H -0.25250 2.97049 2.58169
H -1.08611 -3.08959 -0.03048
H 1.88159 -2.45060 0.08523
H -1.32158 -0.02969 0.18188
H 0.52417 -1.94981 -0.57657
H -1.14979 1.00802 1.26950
H -0.86596 -3.17387 -1.50633
H 0.78701 0.57820 0.95668
```

These are the Löwdin partial charges, in e, on atoms 1 to 6:
1 O -0.0526
2 O -0.0359
3 O -0.0299
4 O -0.0274
5 O -0.0566
6 O -0.0795

---

[2]
Density functional theory data (wB97M-V/def2-TZVPD) for H26O29S4Zn3 as an isolated structure in a non-equilibrium geometry.

Output
- energy (eV) = -248403.9428
- LUMO level (Eh) = 0.0789
- max |F| (eV/Å) = 1.997
- charge = -2
- frontier orbital gap (eV) = 4.36
- E_HOMO (eV) = -2.211

XYZ file:
```
62
H26O29S4Zn3 wB97M-V/def2-TZVPD
Zn 1.95548 -1.38190 -1.70990
Zn -1.81669 -1.95417 1.65350
Zn -2.95205 2.01500 -0.56478
S -0.18030 0.47914 0.10844
S 4.19203 1.13913 -1.70115
S 0.96767 -4.53507 -2.03031
S -4.43635 -0.86211 0.01631
O 3.09879 0.12894 -1.92823
O 3.56670 2.45912 -1.56417
O -1.12603 1.33314 -0.66586
O -0.44234 2.86969 2.77198
O -2.64996 2.16580 1.50505
O -5.25443 -1.50346 -0.97636
O 2.90919 -1.74817 0.11893
O -2.08931 3.83826 -0.78666
O -3.38163 -1.77815 0.53172
O -2.86202 -0.87967 3.09799
O 1.01008 3.95845 0.12240
O 1.61259 -4.72134 -3.32435
O -1.69965 -1.02323 -2.63735
O -0.93438 -3.32887 0.31934
O 0.94598 -3.04381 -1.69539
O 0.21872 2.71006 -2.59207
O 0.71430 1.34746 0.88020
O 1.99987 -1.06694 2.81522
O -3.70107 0.31423 -0.59374
O -1.00539 -0.33182 1.00888
O 3.28725 1.82769 1.48660
O -5.23123 -0.36715 1.15496
O 5.12491 1.10413 -2.82574
O 1.74526 -5.16853 -0.94243
O -0.44593 -2.36598 3.09184
O 1.26031 -0.84586 -3.58428
O 0.50115 -0.44988 -0.75435
O 4.84210 0.73464 -0.43144
O -0.43234 -4.96409 -1.98258
H 0.93723 4.59631 0.84020
H -1.07822 -4.25947 0.09457
H 1.86884 -0.57551 1.98721
H 0.48329 -2.03261 3.03460
H 1.28548 0.09350 -3.80307
H -0.86173 -0.88207 -2.16296
H -2.33934 -0.43748 -2.19391
H -2.44900 -0.21614 3.65872
H -3.77215 -0.57856 2.92866
H -2.53340 4.63514 -1.09231
H -0.51621 -2.95655 -0.49869
H 3.64438 -1.22675 0.47684
H -3.33062 2.09405 2.18020
H -0.03758 2.44701 1.97288
H 3.86706 1.73178 0.70220
H 2.39997 1.61569 1.15788
H 0.99221 3.08237 0.56861
H -0.16417 2.46053 -3.43869
H 2.83878 -2.54188 0.66261
H 0.71927 -1.27476 -4.25635
H -1.12753 4.04628 -0.76141
H -0.38748 -3.15876 3.63360
H 0.27690 2.93371 3.40539
H -1.85628 2.52742 1.95959
H -0.24565 2.15480 -1.93659
H 2.07469 -0.38273 3.48803
```

These are the Löwdin partial charges, in e, on atoms 1 to 6:
1 Zn 0.6776
2 Zn 0.7101
3 Zn 0.8770
4 S 0.4146
5 S 0.2593
6 S 0.2548

---

[3]
Density functional theory data (wB97M-V/def2-TZVPD) for C4H5NOS as an isolated structure in a non-equilibrium geometry.

Output
- energy (eV) = -18598.9294
- LUMO level (Eh) = 0.0251
- ΔE to the lowest compared entry with this formula, charge and spin (kJ/mol) = 288.44
- max |F| (eV/Å) = 4.151
- charge = 0
- frontier orbital gap (eV) = 10.42
- E_HOMO (eV) = -9.739

XYZ file:
```
12
C4H5NOS wB97M-V/def2-TZVPD
S 2.04853 0.27047 0.23914
O 0.14479 1.41356 -2.39064
N -0.31390 1.50490 0.73078
C 0.31072 0.47377 -0.14081
C -0.50274 -0.59609 0.65536
C 0.34978 0.45455 -1.69024
C -0.95647 0.64201 1.37061
H 2.35068 1.43446 0.00192
H -1.42991 -1.16581 0.22001
H -1.51883 0.96099 2.28106
H 0.24163 -1.36651 1.17727
H 0.81589 -0.53400 -2.03413
```

These are the Löwdin partial charges, in e, on atoms 1 to 6:
1 S 0.8779
2 O 0.0598
3 N 0.0968
4 C -0.7617
5 C -0.1465
6 C -0.2916

---

[4]
Density functional theory data (wB97M-V/def2-TZVPD) for one molecule with the formula C5H11NO.

Output
- energy (eV) = -8896.8366
- LUMO level (Eh) = 0.0276
- ΔE to the lowest compared entry with this formula, charge and spin (kJ/mol) = 468.99
- max |F| (eV/Å) = 0.419
- charge = 0
- frontier orbital gap (eV) = 7.22
- E_HOMO (eV) = -6.473

XYZ file:
```
18
C5H11NO wB97M-V/def2-TZVPD
O 1.36060 0.98934 -0.36451
N -1.36109 0.09864 0.28411
C 0.60393 -0.17483 -0.57681
C -0.76287 0.21795 -1.12965
C 2.60175 0.72424 0.24703
C -0.13443 -0.65814 0.68848
C -2.64757 -0.53077 0.67218
H -2.67966 -1.46506 0.08422
H 1.17929 -0.92919 -1.13025
H -0.83930 1.20952 -1.58066
H 3.11661 1.68091 0.35525
H -1.24358 -0.54544 -1.74365
H -0.39189 -1.71839 0.67967
H 0.25642 -0.37259 1.66737
H -3.42577 0.13340 0.26393
H 2.48191 0.26670 1.24056
H -1.32862 1.02073 0.71589
H 3.21427 0.05299 -0.37314
```

These are the Löwdin partial charges, in e, on atoms 1 to 6:
1 O -0.1543
2 N -0.2220
3 C -0.3195
4 C -0.0275
5 C -0.0976
6 C -0.0710

---

[5]
Density functional theory data (wB97M-V/def2-TZVPD) for C30H51AgN2O8 as an isolated structure in a non-equilibrium geometry.

Output
- energy (eV) = -55291.1855
- LUMO level (Eh) = 0.1286
- ΔE to the lowest compared entry with this formula, charge and spin (kJ/mol) = 0.00
- max |F| (eV/Å) = 3.178
- charge = -2
- frontier orbital gap (eV) = 3.51
- E_HOMO (eV) = -0.008

XYZ file:
```
92
C30H51AgN2O8 wB97M-V/def2-TZVPD
Ag -0.01456 0.56656 0.01463
O -6.94902 0.46793 -2.89144
O -6.12406 2.66185 -1.55798
O -1.72273 1.16697 -1.74910
O -2.61262 -1.12675 -3.19018
O 1.16395 2.95662 -1.30595
O 2.62874 0.81392 1.03412
O 0.19792 0.06698 2.54576
O 0.36724 -1.34397 -1.71904
N 0.99623 -2.56307 -1.91273
N -1.04127 0.68432 2.23656
C -1.16648 -3.64925 -1.55190
C -1.82535 -1.54288 1.54259
C 3.78682 0.94204 0.72749
C 4.89034 1.10525 1.74926
C -1.08663 2.10918 2.64211
C -3.61928 1.79938 2.37802
C 0.60070 -3.61962 0.29144
C -0.00047 2.88607 1.85575
C -5.73285 0.54871 -2.63526
C 1.59498 4.06912 -1.16395
C 0.83272 -5.01252 -1.74950
C -2.43303 2.73966 2.20324
C 2.32775 -5.17989 -1.91296
C 2.57731 4.46103 -0.08416
C -0.91236 2.34525 4.14414
C -3.87484 1.93314 -1.59964
C 2.89723 -1.48483 -3.04402
C -2.49826 -0.75542 3.80247
C 2.86861 -3.93055 -2.58270
C -2.15053 -0.29461 2.36602
C -3.35005 0.44496 1.76140
C -4.77894 -0.47664 -2.92965
C 0.33215 -3.67214 -1.23823
C 4.10264 1.25418 -0.70843
C 1.03197 5.23753 -1.96157
C 2.44886 -2.56699 -2.01938
C -2.96047 0.97478 -2.02907
C -5.27481 1.82737 -1.89130
C 3.22997 -2.29878 -0.69458
C -3.42482 -0.24830 -2.77530
H -1.60680 -4.58417 -1.19007
H 2.49081 -3.98557 -3.61176
H -2.60387 0.04738 4.53249
H 2.14657 5.20937 0.58401
H 0.29906 5.78651 -1.37060
H 3.94918 -1.63477 -3.30595
H 0.59998 4.86856 -2.88973
H 2.73669 -5.37678 -0.90895
H 5.79706 1.55309 1.34392
H 1.82056 5.94378 -2.23735
H -4.56795 2.23257 2.06180
H 4.84528 2.04346 -0.86706
H 3.38424 4.99778 -0.59214
H -3.47019 -1.24717 3.73465
H -0.12744 3.95377 2.05007
H -5.14317 -1.31844 -3.50107
H -2.57685 3.56165 2.91142
H 0.45854 -5.07966 -2.78188
H 0.97818 2.60539 2.25493
H -1.08477 -2.18740 2.01927
H 3.95602 -3.97736 -2.72217
H 3.79900 -3.16731 -0.35301
H -2.45009 3.13527 1.18741
H -1.71020 -2.81037 -1.11436
H -1.79080 -1.51118 4.15045
H 0.36078 -5.83088 -1.19872
H -1.75529 1.95434 4.71805
H -1.39643 -1.28597 0.56980
H 4.57067 1.73519 2.57695
H 2.61374 -6.08873 -2.45004
H -1.37486 -3.49293 -2.61105
H 0.58422 -2.57873 0.63101
H 2.22584 -1.50644 -3.89833
H 3.97244 -1.50032 -0.81599
H 5.15032 0.09375 2.07129
H -2.72996 -2.13904 1.41651
H -0.20457 -4.08017 0.87624
H -0.01456 2.67613 0.78943
H 0.19804 -0.10277 3.50486
H 4.57211 0.40117 -1.21399
H 2.85890 -0.54515 -2.49237
H -3.78990 1.63299 3.45295
H 3.25206 1.51750 -1.33477
H -3.13592 0.55510 0.69347
H -0.63416 3.35349 4.43729
H -4.23903 -0.16013 1.95353
H 2.90178 3.58564 0.47121
H -3.44625 2.74687 -1.02524
H -0.11874 1.65366 4.45986
H 1.58007 -4.01465 0.56417
H 2.54697 -1.93491 0.07255
```

These are the Löwdin partial charges, in e, on atoms 1 to 6:
1 Ag 0.7974
2 O -0.0706
3 O -0.0469
4 O -0.1329
5 O -0.0531
6 O 0.0684